Entry 1:
108
Properties=species:S:1:pos:R:3:forces:R:3:mulliken_charge:R:1 method="wB97M-V/def2-TZVPD" lumo_ev=-0.0739 homo_ev=-7.782 e_tot_ha=-2543.05082 total_charge=0 smiles="COCCNCCOC.COCCNCCOC.NC(N)=O.NC(N)=O.NC(N)=O.NC(N)=O.NC(N)=O.NC(N)=O.O.O.O.O"
C -11.714 -9.560 27.030 -0.70 0.27 -1.66 -1.011
O -10.987 -10.073 28.034 1.19 -2.02 2.51 0.053
C -11.546 -9.735 29.319 1.40 0.85 -0.71 -1.113
C -10.615 -10.210 30.421 0.89 0.51 0.25 0.195
N -9.884 -9.129 31.094 -1.54 0.21 0.43 -0.418
C -8.797 -9.570 31.966 -1.65 -0.69 -1.03 0.846
C -8.303 -8.347 32.609 0.56 1.15 1.04 -0.819
O -7.395 -8.687 33.645 1.20 0.14 0.33 -0.261
C -6.648 -7.578 34.194 -0.95 0.36 -1.36 -1.075
H -11.418 -8.518 26.906 -0.60 0.55 -0.33 0.358
H -12.774 -9.707 27.235 -0.37 0.45 -0.28 0.366
H -11.466 -10.112 26.124 0.00 0.11 -0.19 0.179
H -12.579 -10.064 29.439 -0.01 -0.37 -0.22 0.527
H -11.553 -8.648 29.245 -0.32 0.44 0.78 0.493
H -9.761 -10.745 30.005 -0.74 -1.31 -0.53 -0.160
H -11.214 -10.772 31.138 0.45 -0.32 0.12 0.237
H -9.692 -8.414 30.407 0.81 -0.01 0.12 0.340
H -8.022 -10.149 31.464 0.58 0.20 -0.49 -0.722
H -9.200 -10.319 32.648 -0.26 0.31 0.48 0.239
H -9.092 -7.708 33.005 -0.46 -0.36 0.27 0.377
H -7.889 -7.711 31.827 0.84 0.10 -0.11 0.334
H -5.727 -7.862 34.702 -0.53 -0.51 0.30 0.266
H -7.331 -6.945 34.760 0.21 -0.10 0.52 0.326
H -6.318 -6.968 33.353 0.15 0.22 -0.17 0.407
C -2.776 -11.478 31.763 0.81 1.17 -0.44 -0.003
O -2.457 -12.823 31.660 0.33 -1.48 0.13 -0.515
C -3.541 -13.749 31.560 1.04 0.59 -1.30 -0.660
C -4.523 -13.784 32.694 0.66 -1.55 0.49 -0.864
N -5.769 -13.241 32.254 -1.00 0.87 1.06 0.672
C -6.757 -13.127 33.353 0.13 0.19 0.32 -0.856
C -6.310 -12.119 34.375 0.51 1.07 0.09 -0.349
O -7.261 -11.772 35.336 -0.70 1.18 0.60 -0.323
C -7.791 -12.809 36.113 0.27 -0.93 -0.78 -0.715
H -2.742 -11.156 32.803 -0.83 0.19 0.01 0.247
H -3.583 -11.116 31.126 -0.84 -0.56 0.65 -0.374
H -1.982 -10.905 31.284 0.71 -0.16 0.12 0.351
H -3.106 -14.724 31.337 0.33 0.01 0.47 0.320
H -4.016 -13.487 30.614 -0.77 0.03 -0.02 0.248
H -4.087 -13.368 33.602 0.10 0.48 -0.08 0.457
H -4.709 -14.818 32.984 0.02 -0.33 -0.04 0.699
H -5.520 -12.280 32.068 -0.30 0.59 -0.77 -0.236
H -6.862 -14.047 33.927 -0.25 -0.52 -0.81 0.654
H -7.706 -12.767 32.955 -0.19 -0.40 -0.14 -0.002
H -6.078 -11.163 33.905 -0.01 0.08 -0.28 0.158
H -5.365 -12.432 34.819 0.06 -0.27 0.50 0.412
H -8.561 -12.522 36.830 0.26 0.71 -0.17 0.246
H -6.971 -13.296 36.641 -0.03 -0.39 0.23 0.320
H -8.271 -13.493 35.413 -0.12 -0.57 0.36 0.273
N -6.701 -15.806 30.969 2.15 1.92 -1.21 -0.255
C -7.360 -16.716 31.658 0.73 2.82 2.96 0.531
N -7.922 -17.582 30.905 -2.60 -4.70 -2.27 -0.393
O -7.524 -16.589 32.865 -0.19 -0.37 0.44 -0.668
H -6.542 -15.889 29.975 0.03 0.17 0.39 0.112
H -6.256 -15.070 31.498 0.10 0.28 -0.36 0.068
H -7.455 -17.909 30.071 -0.33 0.01 0.16 0.205
H -8.522 -18.228 31.398 0.16 -0.20 -0.30 0.272
N -6.987 -12.443 29.568 -0.63 -3.59 1.76 0.978
C -6.441 -11.296 29.279 1.50 -1.82 3.66 0.209
N -6.970 -10.778 28.274 -1.63 3.72 -5.14 1.041
O -5.554 -10.791 29.968 1.13 1.21 0.69 -0.480
H -7.478 -13.024 28.903 -0.15 0.40 0.06 -0.343
H -6.751 -12.916 30.428 0.37 0.05 0.04 0.003
H -7.608 -11.331 27.719 -0.03 0.64 -0.18 -0.341
H -6.656 -9.842 28.060 -0.17 -0.10 -0.76 -0.730
N -9.457 -14.401 30.552 2.41 -0.82 -0.88 0.194
C -10.696 -13.945 30.578 1.06 -0.78 2.79 0.619
N -11.145 -13.375 29.472 -1.77 0.82 -1.46 -0.235
O -11.306 -14.004 31.632 -1.52 0.40 0.41 -0.783
H -8.979 -14.436 29.663 0.03 -0.05 0.55 0.059
H -9.019 -14.789 31.375 -0.43 0.15 -0.13 -0.066
H -12.146 -13.312 29.594 -0.07 0.31 -0.82 0.259
H -10.753 -13.581 28.564 -0.16 0.02 0.20 0.135
N -9.805 -8.350 24.111 -2.11 2.02 -2.07 -0.432
C -8.945 -8.998 24.863 -0.49 -0.60 0.65 0.681
N -8.170 -8.178 25.562 1.43 -0.03 0.81 -0.192
O -8.995 -10.223 24.927 0.60 -0.56 0.11 -0.774
H -9.883 -7.351 24.234 -0.15 -0.27 -0.28 0.139
H -10.540 -8.801 23.585 0.38 -0.16 0.32 0.271
H -7.484 -8.548 26.205 0.16 0.25 -0.22 0.105
H -8.211 -7.172 25.481 0.00 -0.38 0.07 0.158
N -5.490 -13.270 25.744 1.18 4.62 2.78 -0.245
C -5.744 -14.366 25.135 0.89 -1.42 -1.26 0.699
N -4.599 -14.917 24.653 -0.43 -1.14 -0.72 -0.455
O -6.873 -14.783 25.019 -1.64 -1.32 -0.44 -0.681
H -6.246 -12.750 26.166 0.05 0.15 -0.01 0.210
H -4.621 -12.774 25.607 -0.25 -0.18 0.15 0.228
H -3.723 -14.555 25.003 -0.11 -0.62 -0.58 0.169
H -4.743 -15.644 23.967 0.76 0.03 0.27 0.242
N -3.899 -7.657 26.374 2.61 1.57 -2.55 -0.432
C -4.682 -8.025 27.335 -3.84 -0.41 -1.85 0.493
N -4.124 -8.511 28.348 2.67 -1.83 5.27 -0.179
O -5.915 -8.079 27.266 -1.55 0.38 -0.68 -0.663
H -4.184 -7.553 25.411 0.03 0.13 0.47 0.239
H -2.929 -7.729 26.646 0.02 0.22 -1.07 0.139
H -4.756 -8.946 29.005 0.38 -0.19 0.65 -0.048
H -3.133 -8.467 28.536 -0.34 -0.21 0.12 0.214
O -5.031 -9.244 32.217 0.74 0.32 0.16 -0.744
H -5.271 -9.805 31.479 -0.18 -0.35 -0.55 0.511
H -5.861 -9.062 32.659 -0.52 -0.06 0.32 0.454
O -8.040 -12.300 26.089 0.21 -1.18 0.76 -0.765
H -7.919 -12.899 25.353 -0.05 -0.58 -0.45 0.400
H -8.437 -11.520 25.701 -0.56 1.27 -0.46 0.177
O -8.638 -7.895 28.406 -0.36 0.38 0.39 -0.657
H -7.708 -8.104 28.324 0.48 0.20 0.02 0.299
H -9.080 -8.554 27.871 -0.32 -0.36 -0.03 0.262
O -8.266 -14.372 28.043 -0.02 -0.48 -0.16 -0.640
H -8.266 -14.003 27.159 -0.13 0.43 -0.66 0.114
H -7.716 -15.153 27.977 0.09 -0.32 -0.14 0.181

Entry 2:
41
Properties=species:S:1:pos:R:3:forces:R:3:mulliken_charge:R:1 method="wB97M-V/def2-TZVPD" lumo_ev="-9.6185 / -9.6297" homo_ev="-14.462 / -14.436" e_tot_ha=-8501.87065 total_charge=+2
Os -0.102 -0.045 -0.165 1.49 0.88 3.42 0.363
Cl 2.327 -0.244 0.828 -1.33 0.37 -0.92 -0.064
C 2.213 -1.227 2.252 -0.40 -0.54 0.64 0.832
C 3.375 -1.666 2.839 0.27 0.01 -0.08 -0.771
C 3.292 -2.457 3.981 -0.06 0.06 -0.11 -0.449
C 2.063 -2.787 4.527 -0.10 0.05 0.05 -0.631
C 0.895 -2.340 3.932 0.18 0.11 -0.32 0.185
Cl -0.618 -2.722 4.628 -0.10 -0.09 0.04 -0.157
C 0.945 -1.558 2.752 0.37 -0.46 -0.13 0.244
S -0.540 -1.050 2.042 -0.27 1.46 -2.36 -0.117
H 4.338 -1.401 2.424 0.00 0.00 -0.01 0.465
H 4.200 -2.814 4.446 0.00 0.03 0.01 0.418
H 1.995 -3.396 5.418 0.01 0.02 0.01 0.459
Cl -3.101 -0.701 -1.428 -0.03 -0.08 0.13 -0.133
C -2.070 0.154 -2.512 0.11 -0.08 0.00 0.822
C -0.814 0.496 -2.028 -0.34 -0.92 -0.10 -1.818
C 0.065 1.146 -2.884 -0.02 -0.03 0.22 1.063
Cl 1.646 1.445 -2.249 0.21 0.11 0.02 -0.134
C -0.285 1.509 -4.172 -0.15 -0.01 -0.09 -0.180
Cl 0.820 2.337 -5.172 0.01 -0.02 0.04 -0.130
C -1.569 1.166 -4.637 0.06 -0.02 0.15 0.611
Cl -2.035 1.593 -6.211 0.01 -0.01 0.01 -0.107
C -2.464 0.469 -3.805 0.00 0.09 -0.06 -0.044
Cl -4.002 0.007 -4.377 0.01 0.03 0.05 -0.127
Br -1.950 6.129 1.588 0.09 -0.30 -0.01 -0.027
C -1.381 4.387 1.218 -0.02 0.18 0.01 0.245
C -2.284 3.325 1.237 -0.01 0.05 -0.01 -0.771
C -1.832 2.070 0.913 -0.06 0.07 0.00 0.019
N -0.552 1.820 0.561 -0.22 0.56 0.24 0.161
C 0.321 2.846 0.595 0.18 0.01 0.06 0.136
C -0.046 4.131 0.921 -0.14 0.04 0.02 -0.811
H -3.320 3.481 1.499 0.00 -0.03 0.00 0.455
H -2.504 1.221 0.938 -0.02 0.00 -0.06 0.476
H 1.351 2.619 0.359 -0.02 -0.03 -0.04 0.388
H 0.689 4.922 0.943 0.03 -0.03 -0.05 0.462
Cl -0.864 -4.042 -3.475 0.13 -0.02 0.21 -0.052
C 0.161 -4.181 -2.029 -0.13 -0.80 -0.47 0.774
Cl -0.554 -5.293 -0.848 0.11 0.20 -0.13 -0.050
Cl 1.802 -4.671 -2.462 -0.19 0.14 0.10 -0.048
C 0.196 -2.861 -1.430 0.16 0.52 0.30 0.134
N 0.190 -1.821 -0.956 0.16 -1.49 -0.80 -0.091

Entry 3:
25
Properties=species:S:1:pos:R:3:forces:R:3:mulliken_charge:R:1 method="wB97M-V/def2-TZVPD" lumo_ev="-0.0181 / -0.1345" homo_ev="-4.345 / -4.489" e_tot_ha=-1121.23109 total_charge=0
C -1.411 -0.966 -1.486 -0.81 0.86 0.22 -0.033
C -1.576 -2.348 -1.213 0.68 0.72 -0.27 -0.969
C -2.254 -2.502 0.017 0.43 0.27 -0.17 -0.292
C -2.576 -1.230 0.504 0.61 1.18 -0.32 -1.053
C -2.024 -0.239 -0.389 -0.30 -0.59 -0.61 0.075
La -0.020 1.761 -0.900 -0.95 0.05 -0.51 0.158
P -0.188 2.739 -3.679 0.28 0.43 -1.42 -0.297
H -1.165 -0.442 -2.448 0.06 -0.93 0.72 0.196
H -1.163 -3.134 -1.833 -0.15 -0.04 0.08 0.392
H -2.373 -3.451 0.544 -0.23 0.34 -0.24 0.389
H -2.303 0.848 -0.466 -0.31 -1.02 0.39 0.180
H -3.138 -0.982 1.393 0.03 -0.13 0.10 0.420
H -1.358 3.588 -3.948 0.87 -0.43 -0.14 0.110
H -0.065 1.960 -4.922 -0.11 0.99 1.02 0.137
H 0.931 3.693 -3.782 -1.06 -0.72 -0.22 0.120
C 3.329 0.529 1.836 0.48 -0.15 0.29 -0.901
S 1.871 -0.465 1.405 -1.63 2.61 -0.39 0.503
C 1.018 -0.502 2.997 0.45 -0.42 0.23 -0.862
O 0.941 0.605 0.664 2.50 -2.39 2.05 -0.276
H 4.033 -0.111 2.393 -0.31 0.05 -0.19 0.381
H 3.088 1.401 2.465 -0.26 -0.37 -0.41 0.306
H 3.836 0.855 0.913 -0.47 -0.22 0.22 0.326
H 1.202 0.395 3.590 0.07 0.00 -0.31 0.312
H -0.057 -0.627 2.838 0.25 -0.08 -0.38 0.292
H 1.421 -1.376 3.507 -0.11 -0.03 0.22 0.382

Entry 4:
87
Properties=species:S:1:pos:R:3:forces:R:3:mulliken_charge:R:1 method="wB97M-V/def2-TZVPD" lumo_ev="2.0275 / 1.2805" homo_ev="-2.437 / -4.870" multiplicity=5 e_tot_ha=-13747.69021 s_squared=6.04 total_charge=-1
Rh 0.256 -0.767 -1.041 -0.49 0.34 -0.09 0.928
Br 5.370 -5.638 -1.995 -0.03 -0.06 0.04 -0.201
C 3.684 -4.786 -1.914 0.79 -0.38 -0.26 0.444
C 2.508 -5.535 -2.143 0.40 -0.29 -0.16 0.245
Br 2.618 -7.388 -2.381 -0.03 -0.27 -0.08 -0.190
C 1.322 -4.896 -2.173 -1.35 0.20 0.49 -0.069
Br -0.325 -5.820 -2.340 0.11 0.07 -0.14 -0.165
C 1.177 -3.497 -1.857 1.21 -0.72 -0.43 0.083
O 0.099 -2.913 -1.819 -1.57 0.39 0.22 -0.471
C 2.394 -2.744 -1.591 0.43 -0.16 -0.30 0.623
O 2.334 -1.523 -1.314 0.03 0.21 0.11 -0.908
C 3.629 -3.452 -1.687 -0.13 0.56 0.54 -0.145
Br 5.130 -2.427 -1.254 0.43 0.23 -0.01 -0.163
Cl 0.650 1.740 0.315 0.28 -0.12 -0.35 -0.120
C 0.075 1.332 1.890 -0.17 -0.31 0.42 -0.067
C 0.016 2.392 2.786 -0.44 -0.39 0.45 -0.446
C -0.525 2.162 4.041 -0.02 0.44 0.30 -0.561
C -0.975 0.905 4.405 -0.16 0.66 0.83 -0.877
C -0.858 -0.130 3.532 0.33 -0.84 -0.35 -0.222
C -0.313 0.034 2.268 0.03 0.84 -0.57 -0.096
P -0.075 -1.375 1.142 -0.03 0.04 -0.61 1.410
C -1.613 -2.336 1.236 -0.05 0.32 0.29 0.478
C -1.542 -3.646 0.798 1.02 -0.46 -0.45 -0.290
C -2.677 -4.396 0.597 -0.60 0.60 0.55 -1.057
C -3.913 -3.837 0.925 -0.61 -0.90 -0.48 -0.574
C -4.005 -2.538 1.402 -0.26 -0.97 -0.24 -0.809
C -2.860 -1.799 1.525 0.33 0.33 0.22 -0.390
C 1.109 -2.336 2.132 0.21 -0.36 0.43 1.032
C 2.472 -2.090 1.897 -0.51 -0.12 -0.20 -0.681
C 3.430 -2.712 2.687 0.06 0.29 0.23 -0.673
C 3.025 -3.514 3.756 0.20 -0.36 -0.47 -0.539
C 1.682 -3.813 3.958 0.09 0.21 0.25 -0.747
C 0.722 -3.225 3.152 0.00 0.41 -0.25 -0.334
H 0.358 3.372 2.512 0.10 0.23 -0.21 0.403
H -0.605 2.970 4.765 0.09 -0.03 -0.22 0.386
H -1.389 0.750 5.397 0.01 -0.01 -0.10 0.409
H -1.133 -1.129 3.832 -0.18 -0.16 0.08 0.355
H -0.555 -4.067 0.556 -0.51 0.11 0.05 0.459
H -2.601 -5.391 0.219 0.00 -0.49 -0.21 0.490
H -4.824 -4.440 0.757 0.54 0.43 0.21 0.305
H -4.968 -2.139 1.673 -0.12 0.20 -0.02 0.459
H -2.973 -0.796 1.865 0.22 0.73 0.15 0.391
H 2.751 -1.432 1.066 -0.02 -0.27 0.29 0.251
H 4.481 -2.515 2.464 -0.28 -0.20 0.24 0.393
H 3.752 -3.999 4.390 0.18 0.08 0.03 0.369
H 1.396 -4.464 4.787 0.03 0.14 -0.31 0.388
H -0.334 -3.423 3.333 0.19 0.00 -0.13 0.272
C 3.507 5.396 0.795 -0.42 0.40 0.24 -1.470
C 2.024 5.451 0.535 -0.19 -0.29 0.17 1.078
C 1.501 4.954 -0.654 0.27 0.06 -0.13 -0.819
C 0.134 4.907 -0.889 0.33 -0.03 0.32 -0.569
C -0.716 5.351 0.098 -0.11 0.74 1.04 0.243
C -0.223 5.928 1.288 -0.35 -0.75 -0.64 -0.654
C 1.142 5.923 1.508 0.14 0.32 0.03 -0.638
S -2.468 5.237 -0.139 0.59 0.49 0.05 1.245
O -3.084 5.984 0.927 -0.12 -0.19 -0.02 -0.754
O -2.753 5.595 -1.501 -0.32 -0.34 -0.02 -0.673
N -2.700 3.621 0.032 -0.28 0.12 -0.08 -0.023
C -3.845 2.968 -0.630 0.34 0.34 -0.84 -1.077
C -3.395 2.399 -1.969 -0.07 0.33 -0.22 -0.460
C -2.341 1.321 -1.820 -0.35 -0.04 -0.46 0.335
O -2.246 0.588 -0.869 -0.08 -0.16 0.69 -0.362
O -1.634 1.224 -2.930 0.19 0.19 0.22 -0.373
H 4.058 5.612 -0.113 0.18 -0.02 -0.13 0.384
H 3.792 4.408 1.156 0.07 -0.02 0.02 0.275
H 3.765 6.146 1.551 0.13 -0.22 -0.10 0.395
H 2.216 4.579 -1.377 -0.21 -0.02 -0.20 0.414
H -0.287 4.517 -1.795 0.02 -0.22 -0.36 0.499
H -0.921 6.315 2.022 0.04 -0.06 -0.06 0.476
H 1.537 6.314 2.444 -0.05 -0.01 -0.15 0.325
H -2.611 3.366 1.001 0.17 -0.11 0.34 0.227
H -4.679 3.668 -0.784 0.16 -0.19 0.13 0.336
H -4.164 2.145 -0.010 -0.10 -0.13 0.38 0.587
H -2.990 3.197 -2.631 -0.54 -0.57 0.35 0.307
H -4.267 1.892 -2.431 0.42 0.40 -0.10 0.259
N 2.409 -3.337 -5.484 0.01 0.04 0.02 -0.711
C 1.701 -2.472 -5.172 0.39 -0.41 -0.57 0.110
C 0.823 -1.456 -4.771 0.42 -0.76 0.19 0.420
C -0.525 -1.812 -4.508 -0.39 0.22 -0.33 -0.499
C -1.286 -1.027 -3.711 0.37 0.37 -0.22 -0.472
C -0.683 0.130 -3.043 0.01 -0.21 -0.63 0.377
C 0.571 0.611 -3.594 -0.20 -0.01 0.26 -0.564
C 1.332 -0.208 -4.384 0.43 1.15 0.16 -0.436
H -0.926 -2.669 -5.048 -0.02 0.03 0.43 0.403
H -2.337 -1.242 -3.607 -0.18 0.05 0.31 0.376
H 0.867 1.627 -3.309 0.07 -0.40 -0.19 0.352
H 2.324 0.120 -4.736 -0.52 -0.29 0.30 0.349